Density functional theory data (ωB97M-V/def2-TZVPD) for C26H26F3N6OPtS2 as an isolated structure.

M   754.74 g mol⁻¹
Total charge   -1
LUMO   2.1 eV
Calculated total energy   -2625.5162 a.u.
Energy above the lowest of the compared OMol25 structures with the same formula, charge and spin   20.3 kcal/mol
HOMO-LUMO gap   5.8206 eV

Atoms and positions in Å:
1 H -4.12 1.79 -2.83
2 H -3.76 5.09 -1.38
3 C -4.17 0.74 -3.09
4 Pt 1.00 0.00 -1.29
5 H 0.33 -1.48 5.01
6 H -2.32 5.70 -2.20
7 H -6.21 -1.57 -4.50
8 C -0.29 0.39 4.13
9 C 2.70 -4.37 1.82
10 C -5.33 -1.15 -4.02
11 C 4.15 -3.37 4.01
12 H 1.79 -5.88 0.83
13 C -3.08 -0.07 -2.81
14 C 0.46 4.56 -1.20
15 C -1.94 4.09 -0.81
16 N 1.85 -4.44 -0.51
17 H -2.25 -2.03 -2.91
18 H 0.49 4.38 0.96
19 F 3.58 -0.73 -0.36
20 C -0.57 2.45 -1.98
21 C 2.91 0.35 -0.87
22 N 1.11 -2.51 0.49
23 S 0.95 1.91 -2.64
24 C 1.18 4.30 0.11
25 C 0.46 -0.75 1.72
26 C 0.22 -0.91 4.09
27 H -0.79 2.13 2.97
28 S 1.42 -2.50 -2.27
29 H 1.00 -2.49 2.85
30 H -2.46 3.22 -0.41
31 N 1.96 -4.90 0.79
32 C -0.41 1.11 2.95
33 N 0.86 -1.30 0.44
34 C 3.57 -3.28 1.67
35 C -1.84 0.48 -2.18
36 H 4.91 -1.93 2.61
37 H 3.20 -4.93 5.13
38 H -0.08 1.10 0.81
39 H -6.15 0.83 -3.90
40 H 4.70 -2.97 4.86
41 C -3.11 -1.42 -3.14
42 C -4.24 -1.95 -3.75
43 C -2.81 4.80 -1.83
44 N -1.73 1.80 -2.15
45 H 1.62 3.31 0.11
46 C 2.59 -4.96 3.09
47 H -4.26 -3.00 -4.02
48 H -3.00 4.14 -2.67
49 O -1.06 -0.36 -1.67
50 F 3.09 1.32 0.10
51 H 1.98 5.03 0.26
52 C 1.49 -3.21 -0.71
53 H 0.07 5.57 -1.25
54 F 3.68 0.77 -1.92
55 C -5.30 0.20 -3.69
56 C 4.27 -2.79 2.75
57 H -0.57 0.83 5.07
58 H 3.67 -2.80 0.70
59 C 0.59 -1.49 2.89
60 C 3.31 -4.46 4.16
61 H -1.70 4.75 0.03
62 H 1.91 -5.79 3.23
63 H 1.15 4.43 -2.04
64 N -0.67 3.65 -1.38
65 C -0.03 0.55 1.74

natural (NBO) atomic charge list, values in e, 2 entries:
1 H 0.225
2 H 0.204

***

Density functional theory data (ωB97M-V/def2-TZVPD) for C13H33NNbO7 as an isolated structure in a non-equilibrium geometry.

M   408.31 g mol⁻¹
Total charge   -1
LUMO   2.2 eV
Calculated total energy   -1153.1341 a.u.
HOMO-LUMO gap   7.2829 eV

Atoms and positions in Å:
1 H -7.15 -1.20 3.33
2 H 0.98 -2.56 3.17
3 H -4.86 -0.78 3.82
4 H 5.08 3.82 -2.90
5 H -4.14 2.36 3.73
6 C -7.39 1.56 1.52
7 H 7.12 0.20 -3.01
8 C 5.92 3.13 -2.78
9 H 0.36 -0.24 4.01
10 H 3.64 1.76 -3.48
11 H 4.93 -2.83 -0.54
12 H -2.99 0.98 3.83
13 C 6.87 -0.82 -3.30
14 H 6.47 -2.64 0.37
15 H 6.53 3.44 -1.93
16 H 6.33 -2.71 -2.39
17 H -7.67 1.86 -0.60
18 C -5.42 0.06 3.42
19 H 0.38 -1.96 0.79
20 C -6.68 -0.44 2.70
21 H -8.47 0.40 0.05
22 H 3.69 -0.51 -4.17
23 H -8.12 2.35 1.68
24 H 6.55 3.14 -3.67
25 C 4.54 -0.20 -3.54
26 O -6.42 0.27 -0.30
27 H -3.00 2.06 2.41
28 O 6.06 -1.16 -1.03
29 H 7.67 -1.17 -3.96
30 C -3.63 1.58 3.16
31 O 5.68 -0.86 -4.10
32 H -0.41 0.43 1.61
33 H 4.33 -0.56 -2.53
34 H 7.81 -1.97 -1.73
35 H -1.44 -1.62 2.66
36 C 5.62 -2.11 -0.08
37 C 4.63 1.33 -3.60
38 O -7.67 0.57 2.53
39 H -7.46 -1.32 -1.12
40 C 6.80 -1.77 -2.09
41 O -4.57 0.75 2.50
42 C -6.70 -0.59 -1.40
43 Nb 0.27 -1.06 2.39
44 H -6.44 -0.93 1.75
45 C -7.57 1.02 0.10
46 H -6.40 2.00 1.67
47 C 3.20 -1.43 2.50
48 O 5.45 1.81 -2.53
49 H 5.08 -1.59 0.71
50 N 2.34 -0.43 2.04
51 H -5.78 -1.12 -1.65
52 H 5.05 1.63 -4.57
53 H -5.72 0.74 4.23
54 O 3.74 -2.68 2.56
55 H -7.03 0.00 -2.26

natural (NBO) atomic charge list, values in e, 2 entries:
1 H 0.181
2 H -0.428

***

Density functional theory data (ωB97M-V/def2-TZVPD) for C14H27B2F9O8Zr as an isolated structure in a non-equilibrium geometry.

M   607.19 g mol⁻¹
LUMO   0.2 eV
Calculated total energy   -2147.1214 a.u.
Energy above the lowest of the compared OMol25 structures with the same formula, charge and spin   0.9 kcal/mol
HOMO-LUMO gap   8.5971 eV

Atoms and positions in Å:
1 H 2.58 4.89 0.05
2 O 0.00 3.45 -1.17
3 C 0.33 -0.59 3.64
4 H -0.36 5.22 -0.27
5 H 1.71 -5.60 -2.21
6 H -0.26 1.89 1.88
7 H 2.96 0.34 -1.94
8 H -0.28 0.32 3.73
9 F -2.45 -2.59 1.92
10 H 0.84 -2.20 5.00
11 H -0.92 -1.93 4.72
12 H 0.19 -4.92 -2.85
13 O -0.61 0.69 -1.70
14 H -4.84 -0.05 -3.24
15 F 4.28 1.62 2.77
16 H -1.39 1.88 0.48
17 H 1.70 1.74 -1.79
18 F -2.62 -1.42 0.13
19 B 2.21 0.90 -1.28
20 H 1.38 -4.57 -0.11
21 F -3.09 -3.54 0.09
22 C 0.50 4.71 -0.71
23 C -2.29 -2.63 0.61
24 H 0.85 5.31 -1.56
25 F -0.65 -0.66 -4.90
26 C 0.69 -5.30 -1.96
27 C 0.01 -0.08 -3.90
28 H -0.03 -1.09 2.74
29 F 4.17 0.09 4.26
30 H 1.31 5.48 1.13
31 C 3.87 0.38 3.00
32 F 0.87 -0.95 -3.39
33 O 1.70 -0.19 3.73
34 F 0.64 0.97 -4.40
35 O -0.56 -3.88 -0.46
36 Zr 0.64 1.79 0.06
37 H -3.11 0.55 -1.34
38 C -4.53 0.97 -3.00
39 C -0.97 0.40 -2.81
40 O -2.21 0.45 -3.20
41 O 1.82 0.70 1.70
42 H -5.24 1.42 -2.30
43 O 0.02 -2.01 0.62
44 C 0.73 -4.21 -0.91
45 H 0.14 -6.14 -1.54
46 C -0.80 -2.79 0.26
47 C 0.05 -1.46 4.87
48 C -3.18 1.05 -2.31
49 H 1.18 -3.32 -1.36
50 B -1.07 1.30 1.38
51 F 4.46 -0.46 2.18
52 H -1.94 0.98 2.04
53 H -4.48 1.53 -3.93
54 H -0.07 -0.90 5.79
55 H 2.60 1.34 -0.34
56 O 1.61 3.42 1.09
57 C 1.58 4.69 0.43
58 H -0.59 0.40 0.93
59 H -2.89 2.08 -2.11
60 C 2.33 0.36 2.73
61 H 1.44 0.16 -0.95

natural (NBO) atomic charge list, values in e, 2 entries:
1 H 0.153
2 O -0.839

***

Density functional theory data (ωB97M-V/def2-TZVPD) for C18H51N2O10Zn as an isolated structure in a non-equilibrium geometry.

M   521.00 g mol⁻¹
Total charge   +1
LUMO   -4.0 eV
Calculated total energy   -3357.4280 a.u.
Energy above the lowest of the compared OMol25 structures with the same formula, charge and spin   0.5 kcal/mol
HOMO-LUMO gap   6.8268 eV

Atoms and positions in Å:
1 H 5.08 2.12 -3.01
2 H 6.26 2.04 -1.66
3 H 7.93 1.55 0.46
4 H 1.46 -0.77 -4.18
5 C -0.09 3.29 -3.01
6 O 7.13 2.16 -3.53
7 H 3.01 -0.37 -4.93
8 H -1.93 -3.81 -5.05
9 H 5.64 -3.58 -1.57
10 O 3.82 -0.68 -2.13
11 O 2.43 0.79 -1.18
12 H 4.26 0.99 4.74
13 Zn 2.16 0.91 0.77
14 H 1.52 -4.86 -7.12
15 H 1.38 5.16 -4.38
16 O 2.26 2.68 -3.32
17 C -1.45 -4.60 -5.62
18 N 0.56 -5.14 -6.92
19 H 4.39 -2.60 -3.96
20 O 3.46 2.48 1.00
21 C 6.43 -0.61 1.29
22 C 6.05 1.74 -2.70
23 O 5.34 -2.85 -2.13
24 C 0.85 -4.28 -4.66
25 C 1.93 -0.39 -5.10
26 C 4.89 -3.37 -3.38
27 H 6.72 0.82 3.71
28 C 1.37 3.68 -2.81
29 H 4.39 -1.43 -1.83
30 H 6.10 -0.26 0.31
31 H 2.43 2.06 -2.59
32 C 3.95 2.48 2.34
33 C 2.91 1.86 3.26
34 H 8.54 -0.31 1.57
35 H 2.03 2.51 3.31
36 H -0.40 2.51 -2.32
37 H -0.24 2.95 -4.03
38 C 7.58 0.25 3.35
39 C -0.01 -4.24 -5.90
40 H 4.16 3.49 2.69
41 H 5.58 -0.36 1.94
42 C 4.26 3.27 0.12
43 H 1.80 0.18 3.39
44 H -1.49 -5.53 -5.04
45 H 1.22 5.80 -2.73
46 H 1.84 1.56 -4.86
47 H 6.61 -1.68 1.24
48 H 1.66 -1.07 -5.90
49 H 5.75 -3.78 -3.92
50 H 4.11 4.34 0.32
51 O 1.41 0.89 -5.41
52 H 1.56 -4.15 -2.20
53 H 3.88 2.67 5.01
54 C 3.20 -0.24 -1.08
55 H 0.86 -5.30 -4.26
56 O 0.31 -3.38 -3.72
57 N 2.48 0.51 2.71
58 C 1.72 5.05 -3.35
59 H 0.48 -2.80 -1.79
60 O 3.38 -0.73 0.07
61 H 2.79 5.22 -3.32
62 H 1.56 3.76 -1.72
63 H 5.32 3.07 0.30
64 H 8.48 0.72 3.74
65 H -2.00 -4.72 -6.55
66 O 7.58 1.54 1.36
67 H 0.03 -3.20 -6.26
68 H 4.01 3.04 -0.91
69 H 0.06 -4.98 -7.79
70 H 3.27 -0.13 2.81
71 C 7.61 0.19 1.84
72 H 2.64 1.43 5.35
73 H 7.53 -0.75 3.78
74 C 3.45 1.72 4.68
75 H 6.06 0.64 -2.67
76 H -0.74 4.16 -2.89
77 H 1.89 -2.50 -2.76
78 H 4.19 -4.19 -3.22
79 H 4.90 1.94 2.41
80 C 1.10 -3.24 -2.58
81 H 6.78 2.68 -4.25
82 H 1.89 -4.01 -4.90

Mulliken atomic charge list, values in e, 2 entries:
1 H 0.017
2 H -0.120